1.
Below is 7 unconnected molecules or ions with the total composition C49H58F6O5P in a non-equilibrium geometry, with properties calculated with the ωB97M-V functional and the def2-TZVPD basis.

Summary:
HOMO = -4.3 eV
net charge = -1

Bonds (Å) are listed after each position.
Element x y z (Å)
1 C -1.8497 2.1067 3.0160  C2 1.514, H20 1.087, H21 1.086, H22 1.081
2 C -2.2064 0.6944 2.6048  C1 1.514, O3 1.435, H23 1.081, H24 1.088
3 O -1.6917 -0.3330 3.4649  C2 1.435, C4 1.380
4 C -0.3158 -0.4211 3.5149  O3 1.380, O5 1.153, C6 1.517
5 O 0.2308 -0.0196 4.4478  C4 1.153
6 C 0.4386 -1.1361 2.4098  C4 1.517, C7 1.535, H25 1.089, H26 1.089
7 C 1.9156 -0.7578 2.2305  C6 1.535, C8 1.539, H27 1.085, H28 1.092
8 C 2.2152 0.0649 0.9652  C7 1.539, P9 1.904, H29 1.089, H30 1.090
9 P 1.6633 1.8826 1.0990  C8 1.904, O10 1.744, O19 1.745, H31 1.447, H32 1.445, H33 1.470
10 O 0.0950 1.4345 0.4826  P9 1.744, C11 1.409
11 C -0.1103 1.7935 -0.8639  O10 1.409, C12 1.542, H34 1.083, H35 1.096
12 C 1.0543 2.7156 -1.2765  C11 1.542, C13 1.527, O19 1.429, H36 1.093
13 C 1.5804 2.6489 -2.7089  C12 1.527, C14 1.567, H37 1.085, H38 1.084
14 C 0.6237 3.0850 -3.8710  C13 1.567, C15 1.531, H39 1.087, H40 1.083
15 C -0.5915 3.9402 -3.5005  C14 1.531, C16 1.544, H41 1.082, H42 1.086
16 C -1.9233 3.1790 -3.3264  C15 1.544, O17 1.412, H43 1.090, H44 1.096
17 O -1.7985 1.7846 -3.5133  C16 1.412, C18 1.402
18 C -2.7828 1.0518 -2.8361  O17 1.402, H45 1.086, H46 1.093, H47 1.088
19 O 2.1916 2.3278 -0.5037  P9 1.745, C12 1.429
20 H -2.5086 2.4860 3.7931  C1 1.087
21 H -1.9822 2.7409 2.1449  C1 1.086
22 H -0.8220 2.2211 3.3309  C1 1.081
23 H -1.9868 0.5171 1.5617  C2 1.081
24 H -3.2881 0.6180 2.6875  C2 1.088
25 H 0.3322 -2.1955 2.6370  C6 1.089
26 H -0.0633 -0.9750 1.4573  C6 1.089
27 H 2.3544 -0.2824 3.1011  C7 1.085
28 H 2.4524 -1.6977 2.0858  C7 1.092
29 H 3.2941 0.0609 0.8161  C8 1.089
30 H 1.7649 -0.4616 0.1231  C8 1.090
31 H 1.2686 1.7032 2.4799  P9 1.447
32 H 2.9578 2.2271 1.6419  P9 1.445
33 H 1.3003 3.2970 1.2659  P9 1.470
34 H -0.2783 0.9454 -1.5165  C11 1.083
35 H -0.9694 2.4717 -0.7985  C11 1.096
36 H 0.9416 3.7774 -1.0443  C12 1.093
37 H 1.9423 1.6558 -2.9538  C13 1.085
38 H 2.4622 3.2787 -2.7215  C13 1.084
39 H 1.2280 3.6971 -4.5366  C14 1.087
40 H 0.3594 2.2036 -4.4418  C14 1.083
41 H -0.4263 4.5709 -2.6371  C15 1.082
42 H -0.7502 4.6255 -4.3285  C15 1.086
43 H -2.3698 3.4091 -2.3594  C16 1.090
44 H -2.6290 3.5457 -4.0807  C16 1.096
45 H -2.4224 0.0345 -2.7133  C18 1.086
46 H -3.7099 0.9798 -3.4111  C18 1.093
47 H -2.9725 1.4251 -1.8324  C18 1.088
48 F -5.9925 -2.8820 7.7467  C49 1.352
49 C -4.8646 -3.1186 7.0390  F48 1.352, C50 1.379, C54 1.380
50 C -4.4289 -4.4192 6.8919  C49 1.379, C51 1.388, H55 1.083
51 C -3.2747 -4.6638 6.1608  C50 1.388, C52 1.388, H56 1.083
52 C -2.5717 -3.6075 5.5975  C51 1.388, C53 1.389, H57 1.082
53 C -3.0232 -2.3040 5.7595  C52 1.389, C54 1.388, H58 1.082
54 C -4.1821 -2.0566 6.4819  C49 1.380, C53 1.388, H59 1.082
55 H -4.9875 -5.2285 7.3457  C50 1.083
56 H -2.9244 -5.6802 6.0315  C51 1.083
57 H -1.6700 -3.7992 5.0306  C52 1.082
58 H -2.4729 -1.4810 5.3223  C53 1.082
59 H -4.5554 -1.0492 6.6128  C54 1.082
60 F 5.2461 2.2501 2.8378  C61 1.340
61 C 6.0918 2.1404 1.8043  F60 1.340, C62 1.386, C66 1.383
62 C 5.6012 2.0703 0.5098  C61 1.386, C63 1.388, H67 1.088
63 C 6.5074 1.9619 -0.5359  C62 1.388, C64 1.390, H68 1.082
64 C 7.8745 1.9152 -0.2878  C63 1.390, C65 1.386, H69 1.083
65 C 8.3456 1.9821 1.0138  C64 1.386, C66 1.388, H70 1.080
66 C 7.4492 2.1008 2.0673  C61 1.383, C65 1.388, H71 1.083
67 H 4.5321 2.0989 0.3086  C62 1.088
68 H 6.1414 1.9131 -1.5533  C63 1.082
69 H 8.5721 1.8265 -1.1118  C64 1.083
70 H 9.4066 1.9428 1.2103  C65 1.080
71 H 7.7931 2.1625 3.0923  C66 1.083
72 F 11.5474 2.1895 1.3999  C73 1.349
73 C 11.7879 2.9608 2.4797  F72 1.349, C74 1.382, C78 1.380
74 C 10.7727 3.1873 3.3890  C73 1.382, C75 1.386, H79 1.079
75 C 11.0284 3.9766 4.4996  C74 1.386, C76 1.388, H80 1.082
76 C 12.2860 4.5360 4.6822  C75 1.388, C77 1.388, H81 1.082
77 C 13.2918 4.3012 3.7552  C76 1.388, C78 1.387, H82 1.082
78 C 13.0456 3.5039 2.6469  C73 1.380, C77 1.387, H83 1.082
79 H 9.7990 2.7513 3.2276  C74 1.079
80 H 10.2443 4.1559 5.2230  C75 1.082
81 H 12.4812 5.1553 5.5481  C76 1.082
82 H 14.2711 4.7398 3.8946  C77 1.082
83 H 13.8188 3.3024 1.9171  C78 1.082
84 F -6.0822 -7.9089 2.7767  C85 1.348
85 C -6.8701 -6.9966 3.3803  F84 1.348, C86 1.380, C90 1.380
86 C -8.2177 -6.9726 3.0825  C85 1.380, C87 1.387, H91 1.082
87 C -9.0276 -6.0359 3.7079  C86 1.387, C88 1.388, H92 1.082
88 C -8.4804 -5.1349 4.6109  C87 1.388, C89 1.389, H93 1.082
89 C -7.1216 -5.1724 4.8941  C88 1.389, C90 1.386, H94 1.080
90 C -6.3089 -6.1122 4.2791  C85 1.380, C89 1.386, H95 1.082
91 H -8.6227 -7.6792 2.3697  C86 1.082
92 H -10.0871 -6.0094 3.4894  C87 1.082
93 H -9.1136 -4.4025 5.0946  C88 1.082
94 H -6.6944 -4.4688 5.5930  C89 1.080
95 H -5.2489 -6.1606 4.4926  C90 1.082
96 F -7.7193 2.3093 -6.0467  C97 1.348
97 C -7.0702 1.1461 -6.2539  F96 1.348, C98 1.380, C102 1.380
98 C -7.7966 -0.0257 -6.3160  C97 1.380, C99 1.387, H103 1.082
99 C -7.1267 -1.2208 -6.5338  C98 1.387, C100 1.388, H104 1.082
100 C -5.7464 -1.2289 -6.6762  C99 1.388, C101 1.388, H105 1.082
101 C -5.0318 -0.0407 -6.6076  C100 1.388, C102 1.387, H106 1.082
102 C -5.6976 1.1585 -6.3993  C97 1.380, C101 1.387, H107 1.082
103 H -8.8716 0.0020 -6.1941  C98 1.082
104 H -7.6831 -2.1470 -6.5909  C99 1.082
105 H -5.2260 -2.1633 -6.8417  C100 1.082
106 H -3.9550 -0.0478 -6.7147  C101 1.082
107 H -5.1606 2.0970 -6.3499  C102 1.082
108 F -2.7402 -3.1302 -5.9148  C109 1.347
109 C -1.7136 -2.7557 -6.7019  F108 1.347, C110 1.382, C114 1.381
110 C -1.1539 -1.5035 -6.5320  C109 1.382, C111 1.386, H115 1.083
111 C -0.0945 -1.1205 -7.3399  C110 1.386, C112 1.388, H116 1.082
112 C 0.3864 -1.9849 -8.3134  C111 1.388, C113 1.387, H117 1.082
113 C -0.1899 -3.2364 -8.4751  C112 1.387, C114 1.387, H118 1.082
114 C -1.2433 -3.6294 -7.6624  C109 1.381, C113 1.387, H119 1.082
115 H -1.5452 -0.8373 -5.7725  C110 1.083
116 H 0.3555 -0.1455 -7.2086  C111 1.082
117 H 1.2111 -1.6820 -8.9453  C112 1.082
118 H 0.1816 -3.9103 -9.2359  C113 1.082
119 H -1.6991 -4.6053 -7.7685  C114 1.082

Here are the Mulliken charges for atoms 1 to 6, given in e: -1.08, 0.08, -0.42, 0.43, -0.47, -0.38

2.
Below is 2 unconnected molecules or ions with the total composition C49H58N3O3 in a non-equilibrium geometry, with properties calculated with the ωB97M-V functional and the def2-TZVPD basis.

Summary:
HOMO = -8.1 eV
net charge = +1

Bonds (Å) are listed after each position.
Element x y z (Å)
1 C -2.8713 1.2017 5.6949  O2 1.439, H39 1.089, H40 1.099, H41 1.101
2 O -1.4384 1.1147 5.5927  C1 1.439, C3 1.357
3 C -0.8748 1.0628 4.3595  O2 1.357, C4 1.412, C38 1.414
4 C -1.5364 0.5698 3.2142  C3 1.412, C5 1.379, H42 1.089
5 C -0.8731 0.5538 2.0049  C4 1.379, C6 1.412, H43 1.089
6 C 0.4442 1.0477 1.8823  C5 1.412, C7 1.437, C37 1.426
7 C 1.1344 0.9235 0.6277  C6 1.437, N8 1.387, C35 1.397
8 N 2.0443 1.8862 0.2153  C7 1.387, C9 1.436, N21 1.348
9 C 2.3309 3.1569 0.8194  N8 1.436, C10 1.404, C17 1.415
10 C 3.6465 3.4706 1.1952  C9 1.404, C11 1.522, C14 1.398
11 C 4.8610 2.6846 0.7218  C10 1.522, C12 1.524, C13 1.531, H44 1.094
12 C 5.4123 1.8020 1.8348  C11 1.524, H45 1.097, H46 1.097, H47 1.100
13 C 5.9457 3.5963 0.1424  C11 1.531, H48 1.096, H49 1.097, H50 1.094
14 C 3.8274 4.4957 2.1289  C10 1.398, C15 1.392, H51 1.096
15 C 2.7630 5.3033 2.5207  C14 1.392, C16 1.398, H52 1.094
16 C 1.5138 5.1469 1.9137  C15 1.398, C17 1.396, H53 1.097
17 C 1.2815 4.0791 1.0449  C9 1.415, C16 1.396, C18 1.530
18 C -0.0467 3.9490 0.2959  C17 1.530, C19 1.528, C20 1.531, H54 1.094
19 C -0.0321 4.6655 -1.0541  C18 1.528, H55 1.096, H56 1.097, H57 1.097
20 C -1.2454 4.3449 1.1614  C18 1.531, H58 1.100, H59 1.099, H60 1.100
21 N 2.7077 1.4812 -0.8858  N8 1.348, N22 1.352
22 N 2.1004 0.3356 -1.2688  N21 1.352, C23 1.448, C35 1.414
23 C 2.5514 -0.2963 -2.4908  N22 1.448, C24 1.407, C31 1.407
24 C 3.8148 -0.9157 -2.5197  C23 1.407, C25 1.526, C28 1.395
25 C 4.6775 -0.9761 -1.2619  C24 1.526, C26 1.528, C27 1.524, H61 1.098
26 C 6.1667 -0.8835 -1.5909  C25 1.528, H62 1.096, H63 1.097, H64 1.096
27 C 4.3844 -2.2131 -0.4208  C25 1.524, H65 1.095, H66 1.099, H67 1.097
28 C 4.2550 -1.4828 -3.7154  C24 1.395, C29 1.393, H68 1.095
29 C 3.5716 -1.2512 -4.9066  C28 1.393, C30 1.393, H69 1.090
30 C 2.3327 -0.6146 -4.8797  C29 1.393, C31 1.396, H70 1.095
31 C 1.8175 -0.1233 -3.6793  C23 1.407, C30 1.396, C32 1.529
32 C 0.5457 0.7251 -3.7042  C31 1.529, C33 1.527, C34 1.527, H71 1.094
33 C -0.6204 0.0379 -4.4108  C32 1.527, H72 1.096, H73 1.095, H74 1.097
34 C 0.8665 2.0814 -4.3293  C32 1.527, H75 1.097, H76 1.097, H77 1.096
35 C 1.1305 -0.0906 -0.3326  C7 1.397, N22 1.414, C36 1.393
36 C 0.4781 -1.3167 -0.4344  C35 1.393, H78 1.084, H79 1.080
37 C 1.0855 1.5716 3.0435  C6 1.426, C38 1.372, H80 1.094
38 C 0.4451 1.5609 4.2569  C3 1.414, C37 1.372, H81 1.086
39 H -3.0317 1.2622 6.7699  C1 1.089
40 H -3.2502 2.1061 5.1987  C1 1.099
41 H -3.3656 0.3082 5.2839  C1 1.101
42 H -2.5464 0.1660 3.2639  C4 1.089
43 H -1.3598 0.1640 1.1116  C5 1.089
44 H 4.5015 2.0508 -0.0936  C11 1.094
45 H 4.6220 1.1670 2.2544  C12 1.097
46 H 6.2043 1.1484 1.4486  C12 1.097
47 H 5.8287 2.4104 2.6505  C12 1.100
48 H 5.5261 4.2691 -0.6139  C13 1.096
49 H 6.4207 4.1955 0.9291  C13 1.097
50 H 6.7153 2.9906 -0.3461  C13 1.094
51 H 4.8212 4.6614 2.5591  C14 1.096
52 H 2.9184 6.1004 3.2536  C15 1.094
53 H 0.7190 5.8628 2.1549  C16 1.097
54 H -0.1641 2.8835 0.0773  C18 1.094
55 H 0.8327 4.3397 -1.6427  C19 1.096
56 H -0.9418 4.4154 -1.6139  C19 1.097
57 H 0.0174 5.7551 -0.9367  C19 1.097
58 H -1.2248 3.8033 2.1183  C20 1.100
59 H -1.2385 5.4248 1.3666  C20 1.099
60 H -2.1872 4.1005 0.6486  C20 1.100
61 H 4.4015 -0.0853 -0.6815  C25 1.098
62 H 6.3744 -0.0225 -2.2358  C26 1.096
63 H 6.7580 -0.7769 -0.6733  C26 1.097
64 H 6.4978 -1.7922 -2.1071  C26 1.096
65 H 3.3290 -2.2542 -0.1333  C27 1.095
66 H 4.6308 -3.1203 -0.9902  C27 1.099
67 H 4.9934 -2.1952 0.4912  C27 1.097
68 H 5.1653 -2.0921 -3.7309  C28 1.095
69 H 3.9988 -1.5767 -5.8552  C29 1.090
70 H 1.7640 -0.4862 -5.8064  C30 1.095
71 H 0.2588 0.8760 -2.6593  C32 1.094
72 H -0.8056 -0.9549 -3.9848  C33 1.096
73 H -1.5297 0.6332 -4.2758  C33 1.095
74 H -0.4241 -0.0722 -5.4842  C33 1.097
75 H 1.6853 2.5676 -3.7844  C34 1.097
76 H 1.1978 1.9498 -5.3670  C34 1.097
77 H -0.0041 2.7465 -4.3196  C34 1.096
78 H 0.6937 -1.9262 -1.3049  C36 1.084
79 H -0.0227 -1.7000 0.4424  C36 1.080
80 H 2.1010 1.9703 2.9685  C37 1.094
81 H 0.9192 1.9248 5.1641  C38 1.086
82 C -8.8626 -0.3615 -0.4573  O83 1.449, H99 1.092, H100 1.099, H101 1.095
83 O -7.5544 0.2569 -0.3755  C82 1.449, C84 1.357
84 C -6.4192 -0.4791 -0.4758  O83 1.357, C85 1.425, C98 1.417
85 C -5.1821 0.2143 -0.3361  C84 1.425, C86 1.375, H102 1.090
86 C -4.0034 -0.4889 -0.2482  C85 1.375, C87 1.440, H103 1.088
87 C -3.9611 -1.9280 -0.2085  C86 1.440, C88 1.424, C97 1.435
88 C -2.7983 -2.6189 0.2358  C87 1.424, C89 1.433, H104 1.084
89 C -2.7145 -4.0420 0.3837  C88 1.433, C90 1.429, C96 1.427
90 C -2.0266 -4.6309 1.4895  C89 1.429, C91 1.377, H105 1.088
91 C -2.0886 -5.9828 1.7439  C90 1.377, C92 1.422, H106 1.090
92 C -2.9232 -6.8062 0.9398  C91 1.422, O93 1.357, C95 1.418
93 O -3.3025 -8.0024 1.4565  C92 1.357, C94 1.450
94 C -4.5489 -8.6453 1.0864  O93 1.450, H107 1.093, H108 1.098, H109 1.100
95 C -3.3766 -6.3199 -0.3130  C92 1.418, C96 1.384, H110 1.097
96 C -3.3265 -4.9537 -0.5281  C89 1.427, C95 1.384, H111 1.087
97 C -5.2040 -2.5693 -0.5275  C87 1.435, C98 1.381, H112 1.086
98 C -6.3943 -1.8828 -0.6686  C84 1.417, C97 1.381, H113 1.098
99 H -9.5505 0.4353 -0.1652  C82 1.092
100 H -9.0771 -0.6704 -1.4899  C82 1.099
101 H -8.9668 -1.2058 0.2322  C82 1.095
102 H -5.2325 1.3016 -0.2759  C85 1.090
103 H -3.0683 0.0647 -0.1959  C86 1.088
104 H -1.9852 -2.0190 0.6297  C88 1.084
105 H -1.4693 -3.9727 2.1532  C90 1.088
106 H -1.5908 -6.4568 2.5901  C91 1.090
107 H -4.7537 -9.3110 1.9294  C94 1.093
108 H -5.3901 -7.9535 0.9449  C94 1.098
109 H -4.4197 -9.2376 0.1679  C94 1.100
110 H -3.8297 -6.9912 -1.0526  C95 1.097
111 H -3.7964 -4.5641 -1.4279  C96 1.087
112 H -5.2559 -3.6494 -0.6259  C97 1.086
113 H -7.3246 -2.4128 -0.9113  C98 1.098

Here are the Mulliken charges for atoms 1 to 6, given in e: -0.77, -0.49, 0.79, -0.84, 0.41, 0.11

ΔE to the lowest compared entry with this formula, charge and spin list, top to bottom, in kJ/mol: 0.0 0.0
M list, top to bottom, in g mol⁻¹: 871.960 737.021
Lowest unoccupied orbital energy list, top to bottom, in hartree: 0.0803 -0.1750